{"formula": "C45H118AgN9O13", "method": "ωB97M-V/def2-TZVPD", "elements": ["Ag", "C", "C", "C", "C", "C", "C", "N", "O", "C", "C", "C", "H", "H", "H", "H", "H", "H", "H", "H", "H", "H", "H", "H", "H", "H", "H", "H", "H", "H", "C", "C", "C", "O", "C", "N", "H", "H", "H", "H", "H", "H", "H", "H", "H", "H", "H", "C", "C", "C", "O", "C", "N", "H", "H", "H", "H", "H", "H", "H", "H", "H", "H", "H", "C", "C", "C", "O", "C", "N", "H", "H", "H", "H", "H", "H", "H", "H", "H", "H", "H", "C", "C", "C", "O", "C", "N", "H", "H", "H", "H", "H", "H", "H", "H", "H", "H", "H", "C", "C", "C", "O", "C", "N", "H", "H", "H", "H", "H", "H", "H", "H", "H", "H", "H", "C", "C", "C", "O", "C", "N", "H", "H", "H", "H", "H", "H", "H", "H", "H", "H", "H", "C", "C", "C", "O", "C", "N", "H", "H", "H", "H", "H", "H", "H", "H", "H", "H", "H", "C", "C", "C", "O", "C", "N", "H", "H", "H", "H", "H", "H", "H", "H", "H", "H", "H", "C", "C", "O", "O", "H", "H", "H", "H", "H", "H", "C", "C", "O", "O", "H", "H", "H", "H", "H", "H"], "coordinates": [[-3.47971, 2.50747, -1.99516], [0.22458, 1.39997, 1.29695], [0.53082, 0.89002, -0.22101], [1.80857, 0.01454, -0.03121], [1.61657, -1.34836, 0.58976], [0.45360, -2.11079, -0.13774], [-0.90948, -1.30709, -0.16967], [-0.61356, 0.03606, -0.73564], [-1.81502, 0.81663, -1.13976], [-1.67416, -1.36188, 1.20955], [-1.76429, -2.12223, -1.18901], [1.03701, 2.01522, -1.20485], [-0.81077, 1.72957, 1.38354], [0.99142, 2.14673, 1.50289], [0.42241, 0.63696, 2.04980], [2.46615, 0.62357, 0.58908], [2.22784, -0.25907, -0.99943], [1.30376, -1.07127, 1.59648], [2.61102, -1.77958, 0.70475], [0.28699, -2.98857, 0.48663], [0.76130, -2.40817, -1.14023], [-1.67766, -2.31296, 1.74203], [-2.68896, -0.99991, 1.04447], [-1.23009, -0.69083, 1.94480], [-2.56702, -1.54535, -1.64828], [-1.91909, -3.17364, -0.94679], [-1.12543, -2.16633, -2.07106], [1.76540, 2.71450, -0.79429], [0.27432, 2.73952, -1.49083], [1.51625, 1.55025, -2.06639], [4.64799, -3.00195, 1.87284], [4.88090, -2.84264, 3.41510], [4.85954, -4.26885, 4.14179], [3.41395, -4.62441, 4.20911], [3.01342, -5.60209, 3.14505], [6.20732, -2.18918, 3.54960], [3.74600, -3.56951, 1.64392], [5.50104, -3.56957, 1.50106], [4.67082, -2.06333, 1.31915], [4.17820, -2.05879, 3.69773], [5.21817, -4.23139, 5.17043], [5.39318, -5.05038, 3.60092], [3.36732, -5.47680, 2.12174], [1.95685, -5.81417, 3.30867], [3.35157, -6.59433, 3.44374], [6.20190, -1.42688, 2.88704], [7.02363, -2.66526, 3.19312], [-7.05169, -4.11724, -4.60024], [-6.48670, -4.97249, -3.45305], [-5.02142, -4.28691, -3.13241], [-4.07322, -4.58280, -4.08724], [-3.64787, -3.48080, -4.83143], [-7.32998, -4.67449, -2.33663], [-6.83495, -4.59890, -5.55373], [-6.80167, -3.06275, -4.48348], [-8.14093, -4.07841, -4.61218], [-6.55658, -6.04129, -3.65525], [-4.64662, -4.81287, -2.25435], [-4.98777, -3.27550, -2.72742], [-3.14123, -2.67427, -4.30140], [-4.51259, -3.14110, -5.40148], [-2.98474, -3.95545, -5.55466], [-8.20980, -4.89399, -2.78142], [-7.10174, -5.45543, -1.73818], [3.35636, 0.89325, 5.29690], [1.91035, 0.54803, 5.37154], [1.65864, -0.92031, 5.79548], [0.30294, -1.26324, 5.82224], [-0.30882, -1.23472, 4.51424], [1.45256, 1.35428, 6.44662], [4.03964, 0.21130, 4.79075], [3.83508, 1.14573, 6.24304], [3.47655, 1.90105, 4.89941], [1.27800, 0.84474, 4.53476], [1.94893, -0.95935, 6.84539], [2.28599, -1.61094, 5.23197], [-0.90724, -0.32420, 4.48344], [-1.09758, -1.95438, 4.29505], [0.37728, -1.17140, 3.66964], [0.55477, 0.92009, 6.60652], [2.11583, 1.19737, 7.19198], [-6.54901, -0.61588, -2.43844], [-5.92502, 0.65307, -1.93613], [-5.97124, 0.95851, -0.43819], [-5.17084, 2.14332, -0.23480], [-5.35688, 2.82078, 1.07376], [-4.69775, 0.69913, -2.59715], [-6.47950, -0.64723, -3.52577], [-7.54215, -0.60306, -1.98943], [-6.11521, -1.58247, -2.18228], [-6.63972, 1.33121, -2.40242], [-5.54321, 0.12068, 0.11222], [-6.96165, 1.12034, -0.01276], [-4.92719, 3.81726, 0.97136], [-4.81214, 2.26821, 1.83928], [-6.40946, 3.00788, 1.28633], [-4.22826, -0.19160, -2.51791], [-4.93305, 0.49783, -3.55851], [-2.23101, 6.21971, -1.09721], [-1.31541, 4.98959, -0.87900], [-0.11183, 5.30163, -0.02213], [-0.46320, 5.70835, 1.25131], [0.37965, 5.11054, 2.31692], [-2.06608, 3.78424, -0.49109], [-1.61670, 6.91689, -1.66701], [-2.51722, 6.74277, -0.18475], [-3.09102, 6.02868, -1.73908], [-0.95457, 4.79190, -1.88837], [0.40685, 6.06037, -0.60811], [0.47263, 4.38307, -0.07464], [0.34996, 4.02331, 2.24525], [0.05669, 5.42448, 3.30952], [1.40274, 5.40580, 2.08411], [-2.49189, 4.02965, 0.39128], [-1.30108, 3.17844, -0.23056], [-1.62263, -0.88726, -5.74969], [-0.88673, -0.78200, -4.36500], [0.34666, -1.73975, -4.25703], [1.39825, -1.22917, -5.03448], [2.28945, -2.16757, -5.59390], [-0.41427, 0.58554, -4.18110], [-2.23326, -1.77566, -5.91091], [-0.77592, -0.93807, -6.43423], [-2.30163, -0.04928, -5.90733], [-1.61414, -0.85916, -3.55690], [0.11880, -2.75917, -4.56841], [0.69742, -1.91087, -3.23929], [2.11800, -3.23685, -5.46996], [3.25728, -1.92369, -5.15580], [2.52091, -2.04251, -6.65167], [-0.20218, 0.82025, -3.22192], [0.49282, 0.56801, -4.62491], [7.61907, 0.59854, -0.66770], [7.40895, 1.01534, 0.82561], [5.99989, 1.59265, 1.11820], [5.69950, 2.66550, 0.26235], [4.36593, 3.17117, 0.32888], [7.56926, -0.08521, 1.69092], [6.98325, -0.19707, -1.05606], [8.62943, 0.19268, -0.71836], [7.56277, 1.43766, -1.36110], [8.17789, 1.74324, 1.08444], [5.89244, 1.88024, 2.16407], [5.30781, 0.76342, 0.97157], [3.84797, 2.28042, -0.02660], [4.08258, 4.07435, -0.21156], [4.10323, 3.28088, 1.38105], [8.43544, -0.56717, 1.49717], [8.00570, 0.45371, 2.42522], [-3.55594, -3.01808, 6.77380], [-3.78710, -1.91476, 5.67809], [-5.24564, -1.82510, 5.22751], [-5.49594, -0.60587, 4.49985], [-5.00327, -0.42236, 3.18595], [-3.44328, -0.59431, 6.20306], [-2.65954, -3.07565, 7.39126], [-3.45771, -3.98327, 6.27694], [-4.37196, -3.04933, 7.49576], [-3.10186, -2.11037, 4.85330], [-5.86345, -1.82858, 6.12551], [-5.53470, -2.72905, 4.69140], [-5.71681, -0.94716, 2.55070], [-4.01114, -0.83516, 3.00327], [-5.02530, 0.61605, 2.85534], [-3.94231, -0.48668, 7.07455], [-3.89797, 0.03127, 5.55344], [3.47958, 5.26999, -4.14899], [2.23663, 5.56059, -3.35411], [1.34253, 4.51898, -3.46883], [3.44067, 5.43229, -5.55353], [3.84526, 4.27301, -3.90321], [4.31929, 5.88134, -3.81849], [1.83278, 6.50983, -3.70618], [2.54582, 5.54359, -2.30902], [0.75617, 4.64454, -4.21851], [3.73301, 4.55981, -5.82723], [3.62180, 1.22157, -4.32639], [4.46761, 1.70501, -3.14829], [5.01245, 0.70121, -2.35443], [4.41599, 0.52621, -5.24021], [2.89394, 1.97488, -4.62777], [3.06433, 0.40504, -3.86746], [3.83924, 2.36015, -2.54493], [5.23061, 2.38462, -3.52786], [5.45178, 1.10643, -1.60317], [4.65387, -0.26839, -4.75687]], "mulliken_spin": [0.00, 0.03, -0.04, 0.01, -0.02, 0.03, -0.03, 0.46, 0.48, 0.04, 0.02, 0.03, 0.01, 0.00, 0.01, 0.00, -0.01, 0.00, 0.00, 0.00, -0.01, 0.00, 0.00, 0.00, 0.00, 0.00, 0.00, 0.00, 0.00, 0.00, 0.00, 0.00, 0.00, 0.00, 0.00, 0.00, 0.00, 0.00, 0.00, 0.00, 0.00, 0.00, 0.00, 0.00, 0.00, 0.00, 0.00, 0.00, 0.00, 0.00, 0.00, 0.00, 0.00, 0.00, 0.00, 0.00, 0.00, 0.00, 0.00, 0.00, 0.00, 0.00, 0.00, 0.00, 0.00, 0.00, 0.00, 0.00, 0.00, 0.00, 0.00, 0.00, 0.00, 0.00, 0.00, 0.00, 0.00, 0.00, 0.00, 0.00, 0.00, 0.00, 0.00, 0.00, 0.00, 0.00, 0.00, 0.00, 0.00, 0.00, 0.00, 0.00, 0.00, 0.00, 0.00, 0.00, 0.00, 0.00, 0.00, 0.00, 0.00, 0.00, 0.00, 0.00, 0.00, 0.00, 0.00, 0.00, 0.00, 0.00, 0.00, 0.00, 0.00, 0.00, -0.01, 0.00, 0.00, 0.00, 0.00, 0.00, -0.01, 0.00, 0.00, 0.00, 0.01, 0.00, 0.00, 0.00, 0.00, 0.00, 0.02, 0.00, 0.00, 0.00, 0.00, 0.00, 0.00, 0.00, 0.00, 0.00, 0.00, 0.00, 0.00, 0.00, 0.00, 0.00, 0.00, 0.00, 0.00, 0.00, 0.00, 0.00, 0.00, 0.00, 0.00, 0.00, 0.00, 0.00, 0.00, 0.00, 0.00, 0.00, 0.00, 0.00, 0.00, 0.00, 0.00, 0.00, 0.00, 0.00, 0.00, 0.00, 0.00, 0.00, 0.00, 0.00, 0.00, 0.00, 0.00, 0.00, 0.00, 0.00, 0.00, 0.00, 0.00, 0.00], "homo_ev": [-10.438, -10.438], "total_charge": 1, "spin_multiplicity": 2, "mol_weight_g_mol": 1101.357, "gap_ev": [8.4, 6.9], "s2": 0.76, "lumo_energy_ev": [-2.1, -3.5], "total_energy_ev": -92586.3577}